1 | 14
Properties=species:S:1:pos:R:3:nbo_charge:R:1 method="wB97M-V/def2-TZVPD" e_homo_ev=-8.8 homo_lumo_gap_ev=9.1 e_lumo_ev=0.34
N -0.91 -0.74 1.21 -0.40
N 0.40 0.26 -0.62 -0.17
N 1.35 0.08 -1.52 -0.27
C 0.81 -1.87 -0.27 -0.36
C -1.44 0.41 1.42 0.09
C 0.04 -0.78 0.24 0.28
C 1.54 -1.28 -1.34 -0.04
C -1.10 1.59 0.68 -0.34
C -0.15 1.46 -0.28 0.07
H -2.22 0.48 2.13 0.19
H 2.09 -1.73 -2.18 0.22
H 0.80 -2.81 0.44 0.26
H 0.38 2.38 -0.67 0.23
H -1.58 2.56 0.76 0.24

***

2 | 14
Properties=species:S:1:pos:R:3:nbo_charge:R:1 method="wB97M-V/def2-TZVPD" e_homo_ev=-8.7 homo_lumo_gap_ev=8.6 e_lumo_ev=-0.13
N 2.32 -0.84 -0.04 -0.39
N -1.39 -1.45 -0.25 -0.44
N -0.28 0.49 0.13 -0.33
C -1.63 0.79 0.01 -0.12
C -2.29 -0.38 -0.20 -0.06
C 0.93 1.14 0.09 -0.05
C -0.22 -0.86 -0.08 0.26
C 1.15 -1.46 0.17 0.09
C 1.99 0.39 -0.32 -0.04
H 2.81 1.10 -0.78 0.19
H 1.03 -2.55 0.75 0.22
H 0.83 2.28 0.00 0.23
H -3.27 -0.42 0.04 0.21
H -1.98 1.76 0.47 0.22

***

Of all the structures shown, which is most stable? 1, and 2 is the least stable.